(1)
Formula: C4H9N4O
Source: the OMol25 dataset
Level of theory: ωB97M-V/def2-TZVPD

Values from the calculation:
E (Ha): -451.6584
Frontier orbital gap (alpha / beta) (eV): 7.2 / 9.3
Energy above the lowest of the compared OMol25 structures with the same formula, charge and spin (kcal per mole): 37.7
Net charge: +1
2S+1: 3

CARTESIAN COORDINATES (ANGSTROEM)
C 0.08624 0.75570 -0.20046
C 2.33324 0.55630 -0.38588
C -1.84729 -0.56673 -0.73019
C -2.17135 0.38681 0.45005
N -0.39985 -0.20654 -0.98242
N -0.88918 1.11692 0.73167
N 2.41225 -0.58857 0.30350
N 1.45710 -1.00373 1.01052
O 1.21600 1.38019 -0.25366
H 3.18019 0.96952 -0.99292
H -2.01465 -1.66154 -0.72685
H -2.50026 -0.09457 -1.46828
H -2.92078 1.13453 0.20457
H -2.50497 -0.20723 1.30582
H 0.04416 -0.55938 -1.76862
H -0.60990 1.29632 1.70735
H 3.40046 -0.88863 0.29254
H 1.72858 -1.81936 1.50324

Atomic forces in eV per Å
-4.6 -0.9 1.9
0.3 4.1 -3.5
0.6 1.8 -0.5
0.9 -0.6 1.2
-1.4 1.0 0.9
1.2 -0.7 -1.1
5.7 -1.2 -1.6
-3.9 -0.7 2.6
0.9 -0.5 0.5
-1.2 -0.5 1.0
0.2 0.8 0.6
0.6 -0.8 -0.9
-0.1 -0.2 -0.1
0.2 0.4 0.2
1.2 -0.5 -1.6
0.0 0.1 -1.0
-0.8 -0.5 0.7
0.3 -1.0 0.6


(2)
Formula: C5H8O2
Source: the OMol25 dataset
Level of theory: ωB97M-V/def2-TZVPD

Values from the calculation:
E (Ha): -345.6735
Frontier orbital gap (eV): 9.1
Energy above the lowest of the compared OMol25 structures with the same formula, charge and spin (kcal per mole): 82.5

CARTESIAN COORDINATES (ANGSTROEM)
O 2.14741 -0.25504 -0.39405
C 1.68997 -0.95232 0.64434
C -0.13189 1.50438 0.08752
C -0.68602 0.09192 0.22134
O -1.87170 0.00346 0.96603
C -0.49730 -0.93694 -0.83162
C 0.23036 -1.09826 0.49846
H 3.10356 -0.16242 -0.27222
H 0.76794 1.65334 0.69060
H -0.88696 2.21342 0.44248
H 0.11807 1.74520 -0.94913
H -2.59225 0.31231 0.39985
H -1.31383 -1.62967 -1.01920
H 0.12819 -0.68876 -1.68453
H -0.20552 -1.80061 1.20014

Atomic forces in eV per Å
0.2 -0.2 0.3
-0.3 0.2 -0.4
0.1 0.1 0.0
0.2 0.1 -0.2
-0.2 0.0 -0.1
-0.1 0.1 -0.2
0.3 -0.2 0.4
-0.2 0.0 -0.1
-0.2 0.0 -0.1
0.1 -0.2 -0.1
0.0 0.0 0.1
0.1 0.0 0.1
0.2 0.1 0.1
-0.1 0.0 0.1
0.0 0.1 -0.1


(3)
Formula: C32H47BN4O8PRu
Source: the OMol25 dataset
Level of theory: ωB97M-V/def2-TZVPD

Values from the calculation:
E (Ha): -2529.7959
Frontier orbital gap (alpha / beta) (eV): 3.8 / 5.4
Energy above the lowest of the compared OMol25 structures with the same formula, charge and spin (kcal per mole): 10.8
Net charge: -2
2S+1: 6

CARTESIAN COORDINATES (ANGSTROEM)
Ru -0.65949 -0.60231 -0.46431
O -2.40772 -3.81799 1.86491
C -1.79987 -3.00425 1.15139
O -2.24953 -1.93087 0.64086
C -0.30643 -3.31106 0.90217
C 0.20812 -4.58696 1.07855
C 1.59943 -4.77881 0.84465
C 2.39926 -3.71314 0.52390
C 1.79363 -2.43201 0.39398
N 0.44923 -2.28740 0.54898
C 2.53768 -1.27193 0.11910
O 3.75269 -1.13620 -0.08526
O 1.69661 -0.13295 0.12706
H -0.45776 -5.37888 1.38415
H 2.03051 -5.77184 0.91968
H 3.46591 -3.79916 0.36204
C -2.94850 1.85434 -0.07559
C -1.51906 2.30583 0.21137
C -1.32988 3.74617 -0.25200
O -0.54520 1.51769 -0.37152
H -3.68096 2.43100 0.50552
H -3.06761 0.80092 0.18176
H -3.16592 1.97282 -1.14375
H -1.41418 2.32642 1.31309
H -1.53130 3.82604 -1.32727
H -0.29471 4.05411 -0.06832
H -2.00066 4.43386 0.28707
C 0.60677 -4.02864 -5.07263
C 1.28580 -3.40706 -3.99169
C 0.60580 -2.59025 -3.13498
C -0.78411 -2.32363 -3.28418
C -1.47596 -1.44907 -2.36830
C -2.83688 -1.36006 -2.55865
C -3.52725 -2.01980 -3.60922
C -2.85337 -2.78363 -4.51315
C -1.45480 -2.96693 -4.36475
C -0.72868 -3.81632 -5.24553
H 1.14338 -4.69132 -5.74322
H 2.34370 -3.58848 -3.83346
H 1.12042 -2.13197 -2.30160
H -3.42816 -0.75781 -1.87486
H -4.60313 -1.89996 -3.70142
H -3.36952 -3.26784 -5.33616
H -1.26751 -4.31901 -6.04614
C 3.45670 2.66531 -2.49869
C 1.96471 2.51606 -2.23377
C 1.27318 3.85997 -2.35502
O 1.82932 2.05281 -0.88915
B 1.62564 0.68870 -0.95175
O 1.39650 0.24284 -2.22704
C 1.31106 1.37164 -3.08678
C 2.05274 1.03890 -4.36938
C -0.17062 1.59677 -3.37377
H 3.85984 3.40298 -1.80259
H 3.65553 2.99495 -3.52292
H 3.97103 1.71780 -2.31801
H 1.78979 4.58752 -1.72596
H 0.23782 3.79449 -2.02384
H 1.29780 4.21423 -3.39012
H 3.08854 0.76185 -4.17599
H 2.02368 1.88415 -5.06593
H 1.56130 0.18222 -4.83628
H -0.72503 1.78732 -2.44731
H -0.57838 0.66960 -3.78245
H -0.31979 2.40523 -4.08964
C -1.24824 2.64362 4.95648
N -1.43880 1.63993 3.93540
C -2.83072 1.31101 3.65309
P -0.30434 0.51502 3.48628
O -0.64478 -0.10492 2.19882
N 1.10554 1.40526 3.58489
C 1.10439 2.49945 2.57309
C 2.32713 0.58593 3.39460
N -0.14816 -0.64622 4.65486
C 0.13678 -0.31405 6.03121
C -0.59410 -2.01578 4.41289
H -1.64626 3.60862 4.61909
H -0.18927 2.76986 5.17158
H -1.76725 2.38022 5.88952
H -3.35497 2.19263 3.27183
H -3.34749 0.96421 4.55916
H -2.88987 0.53252 2.89304
H 0.23866 3.14527 2.71343
H 1.07592 2.11418 1.54495
H 2.01046 3.09430 2.70817
H 2.27457 -0.31692 3.99820
H 3.19057 1.17271 3.71528
H 2.46666 0.30131 2.34586
H 0.56223 0.68664 6.10598
H 0.86795 -1.01812 6.44547
H -0.76137 -0.35889 6.66248
H -0.84395 -2.15301 3.36853
H -1.48203 -2.25537 5.00872
H 0.19858 -2.72640 4.67119

Atomic forces in eV per Å
-1.3 -0.7 0.2
-0.1 0.1 -0.1
0.1 0.2 -0.1
0.2 -0.4 0.2
-0.1 0.0 0.1
0.5 -0.2 0.0
-0.3 0.2 0.0
-0.2 -0.2 0.1
0.5 -0.2 0.1
-0.6 -0.2 -0.1
0.2 -0.2 -0.2
-0.2 0.1 0.0
0.7 0.4 0.3
0.0 -0.1 0.0
0.0 0.0 0.0
0.0 -0.1 0.0
-0.1 -0.1 -0.1
0.2 0.0 0.3
-0.1 0.4 0.2
-1.1 0.0 0.2
0.1 0.0 -0.1
0.0 -0.1 0.0
0.0 0.0 0.0
0.0 -0.1 0.0
-0.1 0.0 0.1
-0.2 0.0 0.0
0.0 -0.1 -0.1
0.2 0.1 0.2
-0.1 -0.2 -0.2
-0.1 0.0 0.1
-0.1 0.1 -0.1
0.2 -0.5 0.1
-0.2 0.0 -0.2
0.0 0.3 0.2
0.2 -0.1 -0.1
0.0 -0.1 0.0
-0.1 0.1 0.1
0.0 0.0 0.0
0.0 0.0 0.0
0.0 0.0 0.0
-0.1 0.0 0.0
0.0 0.0 0.0
0.0 -0.1 0.0
0.0 0.1 0.0
0.2 0.0 -0.1
0.0 0.0 0.1
-0.1 0.0 -0.2
1.1 0.1 -0.2
0.2 1.1 0.0
0.5 -0.4 0.0
-0.3 0.4 -0.2
-0.1 -0.1 -0.1
-0.2 -0.1 0.0
0.0 0.0 0.0
0.0 0.0 0.1
0.0 0.1 0.0
0.0 0.0 0.0
0.4 0.0 -0.2
0.0 0.0 0.0
0.0 0.0 0.0
0.0 -0.1 0.0
0.0 0.1 0.0
0.3 0.0 -0.2
0.0 0.1 -0.1
0.0 0.1 -0.1
-0.1 0.0 0.0
-0.4 0.2 0.1
0.1 0.1 0.0
0.1 -0.3 -0.4
-0.1 0.1 0.3
0.4 0.1 -0.6
0.0 -0.1 0.1
-0.1 0.2 0.0
0.1 -0.3 0.2
0.0 -0.1 -0.1
0.1 0.1 0.1
0.0 0.0 0.0
0.0 0.0 0.0
0.0 0.0 0.0
0.0 0.0 0.0
0.0 0.0 0.0
0.1 0.0 0.0
0.0 0.0 0.1
0.0 0.0 0.1
0.0 0.0 0.0
0.0 0.0 0.0
0.0 0.0 0.0
-0.1 0.0 0.1
0.0 0.0 0.0
0.0 0.0 0.0
0.0 0.0 0.0
0.0 0.1 -0.1
0.0 0.0 0.0
0.0 0.0 0.0


(4)
Formula: C23H22N2O3
Source: the OMol25 dataset
Level of theory: ωB97M-V/def2-TZVPD

Values from the calculation:
E (Ha): -1224.9068
Frontier orbital gap (eV): 8.8
Energy above the lowest of the compared OMol25 structures with the same formula, charge and spin (kcal per mole): 38.3
Structure (SMILES): COC(=O)[C@H](CNCc1cc(O)cc(C#N)c1)Cc1cccc2ccccc12

CARTESIAN COORDINATES (ANGSTROEM)
C 5.69740 -2.41297 1.13754
O 4.55241 -1.62282 0.79192
C 3.37407 -2.26417 0.87275
O 3.26927 -3.40971 1.22812
C 2.23496 -1.38442 0.42043
C 0.92287 -1.83625 1.06435
N -0.01438 -0.72589 1.13758
C -1.30861 -1.10455 1.66372
C -2.31178 0.01857 1.54030
C -3.66061 -0.26127 1.71377
C -4.61567 0.73801 1.59572
O -5.91782 0.38355 1.78370
C -4.23539 2.03534 1.28697
C -2.88270 2.30967 1.11080
C -2.48511 3.65288 0.77617
N -2.18111 4.72628 0.49991
C -1.91619 1.31775 1.23985
C 2.22120 -1.44078 -1.13237
C 0.99677 -0.80667 -1.73700
C -0.01760 -1.60096 -2.20016
C -1.24712 -1.05527 -2.63203
C -1.45034 0.29098 -2.58344
C -0.42294 1.15765 -2.13053
C -0.63075 2.55613 -2.04386
C 0.34794 3.38321 -1.57592
C 1.59552 2.84732 -1.19177
C 1.82526 1.50251 -1.26336
C 0.82017 0.61336 -1.72397
H 6.55379 -1.75714 1.01778
H 5.62077 -2.76127 2.16572
H 5.77690 -3.27454 0.47694
H 2.43879 -0.36316 0.74562
H 0.51751 -2.69905 0.51230
H 1.12034 -2.18656 2.07982
H -0.15293 -0.34779 0.20781
H -1.72573 -1.99077 1.15780
H -1.19531 -1.37725 2.71843
H -3.99119 -1.26861 1.93740
H -6.48380 1.15509 1.67852
H -4.97063 2.82352 1.18100
H -0.87114 1.56101 1.10916
H 3.13742 -0.98201 -1.50923
H 2.24343 -2.49217 -1.42859
H 0.11641 -2.67644 -2.20930
H -2.02985 -1.71509 -2.98320
H -2.39761 0.72079 -2.88640
H -1.59253 2.95859 -2.33931
H 0.16408 4.44537 -1.48692
H 2.37334 3.50834 -0.83201
H 2.78821 1.11164 -0.96257

Atomic forces in eV per Å
0.0 0.0 0.0
0.0 0.0 0.0
0.0 0.0 0.0
0.0 0.0 0.0
0.0 -0.1 0.0
0.0 0.0 0.0
0.0 0.0 0.0
0.0 0.0 0.0
0.0 0.0 0.0
0.0 0.0 0.0
0.0 0.0 0.0
0.0 0.0 0.0
0.0 0.0 0.0
0.0 0.0 0.0
0.0 0.0 0.0
0.0 0.0 0.0
0.0 0.0 0.0
0.0 0.0 0.0
0.0 0.0 0.0
0.0 0.0 0.0
0.0 0.0 0.0
0.0 0.0 0.0
0.0 0.0 0.0
0.0 0.0 0.0
0.0 0.0 0.0
0.0 0.0 0.0
0.0 0.0 0.0
0.0 0.0 0.0
0.0 0.0 0.0
0.0 0.0 0.0
0.0 0.0 0.0
0.0 0.0 0.0
0.0 0.0 0.0
0.0 0.0 0.0
0.0 0.0 0.0
0.0 0.0 0.0
0.0 0.0 0.0
0.0 0.0 0.0
0.0 0.0 0.0
0.0 0.0 0.0
0.0 0.0 0.0
0.0 0.0 0.0
0.0 0.0 0.0
0.0 0.0 0.0
0.0 0.0 0.0
0.0 0.0 0.0
0.0 0.0 0.0
0.0 0.0 0.0
0.0 0.0 0.0
0.0 0.0 0.0


(5)
Formula: C34H72BClN6O9P3
Source: the OMol25 dataset
Level of theory: ωB97M-V/def2-TZVPD

Values from the calculation:
E (Ha): -3853.5622
Frontier orbital gap (eV): 6.2
Net charge: -1

CARTESIAN COORDINATES (ANGSTROEM)
C 4.17818 -2.66808 0.88932
C 2.89879 -3.48001 1.07561
O 1.88622 -2.86598 0.25273
C 0.78715 -3.66869 0.11586
O 0.47883 -4.45370 0.97256
C 0.02312 -3.56575 -1.18066
C -0.95204 -2.36246 -1.37903
C -0.72256 -1.14683 -0.47886
C -1.40462 -1.19864 0.90207
O -1.76310 -2.45116 1.39684
P -2.27470 -2.12254 3.05963
Cl -1.69299 -4.26527 3.68525
B -4.05813 -2.87821 2.92734
O -4.39441 -3.80071 1.97211
C -5.19118 -2.44697 3.95900
C -6.31310 -1.65599 3.25090
O -2.70523 -0.47821 2.66873
C -2.49501 -0.19018 1.27158
C -1.98998 1.27031 1.29191
C -1.15259 1.50565 2.52092
O -1.22653 2.54527 3.13857
C -3.89852 -0.22732 0.59543
C -4.18061 -1.28551 -0.47087
C -3.77387 -0.73821 -1.85245
O -5.60491 -1.49937 -0.43888
C -6.04875 -2.52165 -1.30138
C -5.78964 -3.92757 -0.82161
C -6.67607 -4.59226 0.01767
C -6.39842 -5.88253 0.42787
C -5.25083 -6.54392 0.02521
C -4.37551 -5.90206 -0.83642
C -4.65660 -4.60882 -1.24231
H 4.05670 -1.72670 1.42100
H 5.00332 -3.24077 1.30944
H 4.32358 -2.48644 -0.17232
H 3.03339 -4.52662 0.81262
H 2.59411 -3.37798 2.11604
H -0.56066 -4.48154 -1.23584
H 0.71948 -3.61184 -2.02022
H -1.96231 -2.75715 -1.34310
H -0.79794 -2.02231 -2.40824
H 0.34651 -1.01444 -0.31161
H -1.03792 -0.21549 -0.95208
H -0.58845 -0.88005 1.58092
H -2.61873 -1.86523 4.45650
H -0.95103 -1.78542 3.47303
H -5.30516 -4.08041 2.11859
H -4.79789 -1.86075 4.78646
H -5.62734 -3.37682 4.34563
H -6.02368 -0.60959 3.14784
H -7.25306 -1.69502 3.80320
H -6.47808 -2.02774 2.23588
H -2.85284 1.92701 1.37028
H -1.41181 1.48094 0.38666
H -0.42322 0.74925 2.84399
H -4.65065 -0.31458 1.37544
H -4.06366 0.73734 0.10563
H -3.68856 -2.23440 -0.24783
H -3.52570 -1.52380 -2.56478
H -4.66429 -0.23390 -2.24076
H -3.00399 0.02362 -1.77971
H -5.66139 -2.42533 -2.32174
H -7.13235 -2.40015 -1.37621
H -7.56885 -4.07923 0.35537
H -7.08788 -6.39585 1.08753
H -5.01547 -7.54656 0.35291
H -3.46546 -6.36620 -1.18982
H -3.97553 -4.10860 -1.92318
O 1.47835 0.93599 -3.53373
P 2.44871 -0.14778 -3.89643
N 3.64545 0.21342 -2.70764
C 4.98304 0.69612 -2.95179
C 3.18399 0.35635 -1.33238
N 2.87939 0.35137 -5.47497
C 4.22908 0.51912 -5.96832
C 1.95877 1.25874 -6.14750
N 3.13569 -1.71709 -4.16082
C 2.33946 -2.54264 -5.10452
C 3.34783 -2.54562 -2.95433
H 5.52738 0.05788 -3.65231
H 5.56427 0.67060 -2.02826
H 4.99805 1.72887 -3.32605
H 3.32317 -0.56842 -0.76226
H 2.12325 0.60631 -1.29305
H 3.71725 1.15654 -0.81483
H 4.68214 1.45882 -5.63060
H 4.22606 0.52980 -7.06250
H 4.86941 -0.31278 -5.67983
H 2.09468 2.30077 -5.83377
H 0.92642 0.98105 -5.95434
H 2.11098 1.19810 -7.22844
H 1.34938 -2.78506 -4.70607
H 2.86620 -3.47441 -5.31024
H 2.21292 -2.02288 -6.05189
H 2.45513 -2.63652 -2.33511
H 4.14979 -2.13420 -2.34851
H 3.65965 -3.54628 -3.25606
O 5.01346 5.37029 2.55261
P 3.53145 5.51362 2.64175
N 2.96791 4.93492 1.14135
C 2.25653 5.69797 0.13987
C 3.50703 3.66613 0.67694
N 3.39798 7.21618 2.81510
C 2.44465 8.05578 2.12297
C 4.61952 7.94899 3.11664
N 2.05915 5.27437 3.48762
C 2.17070 5.58324 4.93234
C 1.46751 3.91949 3.37998
H 1.37893 6.19625 0.55412
H 1.87075 5.03100 -0.63206
H 2.89438 6.44465 -0.35013
H 2.83102 2.83282 0.91350
H 4.47117 3.45119 1.14062
H 3.66699 3.67269 -0.40289
H 2.74227 8.26285 1.08744
H 2.35388 9.01765 2.63679
H 1.44700 7.61901 2.12985
H 5.22705 8.14223 2.22324
H 5.23326 7.40628 3.82965
H 4.36418 8.90804 3.57606
H 2.85175 4.89918 5.44825
H 1.18786 5.50714 5.39569
H 2.52540 6.60111 5.07997
H 2.18425 3.13300 3.63701
H 1.09096 3.73910 2.37775
H 0.61157 3.82875 4.04230

Atomic forces in eV per Å
-0.7 -0.5 0.1
0.3 1.1 0.5
0.1 -0.6 -0.8
-0.7 -0.5 0.9
0.5 0.0 -0.5
-0.3 0.3 -0.2
0.7 0.1 -0.5
-0.6 -0.2 0.3
1.4 0.4 0.7
-0.5 0.5 -0.4
-0.6 0.1 1.6
0.0 -0.3 0.3
0.2 -0.2 -0.4
-0.1 0.3 0.2
-0.1 0.0 -0.4
0.3 0.0 0.0
0.2 -0.5 -0.5
-0.9 0.4 0.8
0.0 -1.0 0.1
0.1 0.7 0.0
0.0 -0.1 0.1
0.3 -0.2 -0.6
0.1 0.3 -0.1
-0.8 -0.2 0.1
0.2 -0.1 -0.1
-0.6 -0.3 0.0
0.2 -0.1 -0.1
0.1 0.3 -0.1
-0.3 -0.4 0.4
0.4 0.1 -0.4
-0.1 0.2 0.1
0.1 0.2 -0.3
0.3 0.1 -0.1
0.2 0.2 0.0
0.3 0.0 0.0
-0.2 0.0 0.0
-0.1 -0.5 0.0
0.0 -0.1 0.2
0.1 0.1 0.1
-0.1 0.2 0.3
-0.1 0.0 -0.1
0.1 -0.2 -0.1
-0.1 -0.2 -0.3
0.0 0.3 -0.1
0.1 0.1 -0.1
0.3 -0.1 -0.8
0.0 -0.2 -0.2
0.0 -0.1 0.1
0.1 0.0 0.2
0.0 0.0 0.0
0.0 0.0 0.0
-0.2 0.0 0.0
0.1 0.2 -0.1
0.0 0.3 0.0
-0.1 -0.2 -0.1
0.1 -0.1 0.1
-0.1 0.0 0.0
0.1 0.1 0.2
0.3 0.1 -0.1
0.0 0.1 0.0
0.3 -0.2 -0.1
0.2 0.2 0.0
0.0 0.2 0.0
-0.1 -0.1 0.0
-0.1 0.0 0.0
-0.2 0.0 0.1
0.0 -0.2 0.1
0.0 0.0 0.0
-2.4 -2.5 0.1
5.4 3.7 -0.6
-0.1 -0.1 0.3
0.1 -0.3 -0.2
-0.2 0.1 0.0
-0.5 0.0 -0.2
0.2 -0.5 -0.1
-0.1 0.2 0.1
-2.9 -1.0 0.5
0.2 0.1 -0.4
0.4 0.1 0.2
0.0 0.1 -0.1
-0.1 0.0 0.1
0.1 0.0 0.0
0.0 0.0 0.1
0.0 0.0 -0.1
0.0 0.0 -0.1
0.0 0.0 0.0
-0.1 0.0 0.0
0.0 0.0 0.2
0.0 0.0 0.0
0.0 0.1 0.1
0.1 0.0 0.0
0.0 -0.1 0.0
0.0 0.0 0.1
0.0 0.1 0.1
0.1 0.0 0.0
-0.1 0.2 0.0
-0.1 0.0 -0.1
-0.3 -1.8 2.1
-1.4 3.6 -3.4
0.3 -0.2 0.1
-0.4 0.1 0.1
0.2 -0.2 0.2
0.4 0.1 -0.1
-0.4 0.0 0.2
0.2 -0.1 -0.1
1.5 -1.7 1.4
-0.1 0.4 0.0
-0.1 -0.1 -0.3
0.1 0.1 0.0
0.1 -0.1 0.0
-0.1 0.0 0.0
0.0 0.0 -0.1
0.0 0.1 0.0
0.0 0.1 0.0
0.0 0.0 0.0
0.1 0.0 0.0
0.1 -0.1 -0.1
0.0 0.0 0.0
0.0 -0.1 -0.1
-0.1 0.0 -0.1
-0.1 -0.1 0.0
0.0 -0.1 -0.1
0.1 0.0 -0.1
-0.1 -0.1 0.1
0.1 0.1 -0.1
0.0 0.1 0.1


> The highest E belongs to which entry?

C5H8O2


> What is the E in the third record?

-2529.7959 Ha